Entry 1:
{"formula": "AsB3F6H12Na", "method": "the ωB97M-V functional and the def2-TZVPD basis", "symbols": ["Na", "B", "H", "H", "H", "H", "B", "H", "H", "H", "H", "B", "H", "H", "H", "H", "As", "F", "F", "F", "F", "F", "F"], "xyz": [[-5.642, 17.017, 14.650], [-6.623, 14.751, 13.661], [-7.187, 13.978, 14.160], [-7.138, 15.695, 13.569], [-5.700, 14.887, 14.203], [-6.482, 14.409, 12.647], [-5.122, 15.887, 17.187], [-4.273, 15.703, 16.546], [-4.936, 16.656, 17.921], [-5.916, 16.237, 16.546], [-5.620, 15.090, 17.717], [-8.193, 17.622, 15.949], [-7.980, 17.022, 15.078], [-7.311, 17.827, 16.535], [-8.592, 18.566, 15.611], [-8.860, 17.142, 16.648], [-4.096, 19.170, 12.973], [-2.477, 19.825, 13.400], [-4.425, 20.677, 12.232], [-5.812, 18.583, 12.737], [-3.614, 17.570, 13.756], [-4.647, 19.743, 14.566], [-3.577, 18.444, 11.368]], "nbo_charge": [0.9346, -0.8265, -0.0318, -0.0260, -0.0385, -0.0608, -0.8452, -0.0539, -0.0502, -0.0071, -0.0326, -0.8565, -0.0193, -0.0071, -0.0640, -0.0413, 2.7841, -0.6423, -0.6259, -0.6141, -0.6232, -0.6188, -0.6334], "e_tot_ev": -83778.2388, "homo_lumo_gap_ev": 4.60, "total_charge": -3}

=====

Entry 2:
{"formula": "C25H37O2W", "method": "the ωB97M-V functional and the def2-TZVPD basis", "symbols": ["O", "C", "C", "H", "H", "C", "H", "H", "C", "H", "H", "H", "C", "H", "H", "H", "W", "C", "C", "C", "H", "C", "C", "H", "H", "H", "H", "C", "C", "C", "H", "C", "C", "H", "H", "H", "H", "O", "C", "C", "H", "H", "C", "H", "H", "C", "H", "H", "H", "H", "C", "C", "C", "C", "C", "C", "H", "H", "H", "H", "H", "H", "H", "H", "H"], "xyz": [[-0.409, 0.333, -4.747], [-0.679, 1.728, -5.142], [-0.985, 1.380, -6.586], [0.245, 2.320, -5.041], [-1.507, 2.185, -4.580], [-0.605, -0.055, -6.152], [-0.267, 1.853, -7.268], [-2.033, 1.470, -6.878], [0.643, -0.482, -6.883], [1.354, 0.349, -6.973], [0.358, -0.774, -7.910], [1.149, -1.327, -6.402], [-1.705, -1.085, -6.318], [-2.613, -0.824, -5.771], [-1.362, -2.059, -5.956], [-1.944, -1.188, -7.385], [-0.617, -0.297, -1.168], [-2.669, -0.809, -0.458], [-2.469, 0.618, -0.540], [-2.255, 0.958, -1.926], [-2.463, 1.307, 0.305], [-2.315, -0.263, -2.685], [-2.594, -1.339, -1.797], [-2.817, -2.357, -2.106], [-2.950, -1.372, 0.436], [-2.127, 1.946, -2.353], [-2.334, -0.328, -3.763], [0.326, -1.735, 1.090], [-0.220, -2.235, -0.155], [0.789, -2.010, -1.196], [-0.993, -2.992, -0.210], [1.858, -1.282, -0.565], [1.600, -1.202, 0.826], [2.304, -0.796, 1.549], [-0.172, -1.796, 2.060], [0.793, -2.496, -2.166], [2.755, -0.973, -1.081], [2.570, 0.133, -4.997], [2.207, -0.108, -3.621], [1.969, 1.209, -2.876], [3.059, -0.583, -3.117], [1.379, -0.824, -3.597], [2.703, 2.229, -3.768], [2.393, 1.189, -1.865], [0.897, 1.439, -2.814], [3.091, 1.470, -5.050], [3.596, 2.619, -3.275], [2.046, 3.067, -4.000], [4.184, 1.340, -5.118], [2.712, 1.977, -5.958], [0.135, 3.588, 2.657], [1.081, 2.471, 2.222], [2.466, 3.039, 1.915], [1.169, 1.481, 3.382], [0.566, 1.796, 1.015], [0.146, 1.214, 0.020], [0.502, 4.068, 3.576], [-0.853, 3.170, 2.873], [0.040, 4.357, 1.885], [2.919, 3.495, 2.809], [3.136, 2.246, 1.560], [2.393, 3.811, 1.140], [0.206, 0.985, 3.536], [1.934, 0.718, 3.214], [1.425, 2.012, 4.309]], "lowdin_spin": [0.0130, 0.0005, 0.0004, 0.0000, 0.0000, 0.0009, 0.0001, 0.0001, 0.0001, 0.0000, 0.0001, 0.0000, 0.0002, 0.0001, 0.0000, 0.0000, 1.3583, 0.0058, 0.0323, 0.0481, 0.0016, 0.0530, 0.0418, 0.0027, 0.0004, 0.0041, 0.0057, 0.1053, -0.0082, 0.0178, 0.0008, 0.0683, -0.0136, -0.0018, 0.0042, 0.0087, 0.0047, 0.0015, 0.0075, 0.0221, 0.0002, 0.0057, 0.0042, 0.0017, 0.0143, 0.0008, 0.0003, 0.0001, 0.0001, 0.0001, 0.0029, 0.0175, 0.0097, 0.0050, 0.1331, 0.0137, 0.0003, 0.0003, 0.0001, 0.0015, 0.0003, 0.0003, 0.0002, 0.0001, 0.0006], "e_tot_ev": -32433.6304, "spin_multiplicity": 3, "homo_lumo_gap_ev": [6.56, 7.26], "total_charge": 1, "e_above_lowest_kcal_mol": 41.6}

=====

Please write out number 1 again, unchanged.
{"formula": "AsB3F6H12Na", "method": "the ωB97M-V functional and the def2-TZVPD basis", "symbols": ["Na", "B", "H", "H", "H", "H", "B", "H", "H", "H", "H", "B", "H", "H", "H", "H", "As", "F", "F", "F", "F", "F", "F"], "xyz": [[-5.642, 17.017, 14.650], [-6.623, 14.751, 13.661], [-7.187, 13.978, 14.160], [-7.138, 15.695, 13.569], [-5.700, 14.887, 14.203], [-6.482, 14.409, 12.647], [-5.122, 15.887, 17.187], [-4.273, 15.703, 16.546], [-4.936, 16.656, 17.921], [-5.916, 16.237, 16.546], [-5.620, 15.090, 17.717], [-8.193, 17.622, 15.949], [-7.980, 17.022, 15.078], [-7.311, 17.827, 16.535], [-8.592, 18.566, 15.611], [-8.860, 17.142, 16.648], [-4.096, 19.170, 12.973], [-2.477, 19.825, 13.400], [-4.425, 20.677, 12.232], [-5.812, 18.583, 12.737], [-3.614, 17.570, 13.756], [-4.647, 19.743, 14.566], [-3.577, 18.444, 11.368]], "nbo_charge": [0.9346, -0.8265, -0.0318, -0.0260, -0.0385, -0.0608, -0.8452, -0.0539, -0.0502, -0.0071, -0.0326, -0.8565, -0.0193, -0.0071, -0.0640, -0.0413, 2.7841, -0.6423, -0.6259, -0.6141, -0.6232, -0.6188, -0.6334], "e_tot_ev": -83778.2388, "homo_lumo_gap_ev": 4.60, "total_charge": -3}